No. 1
{
  "formula": "C29H37BCl4N3O5PSiW",
  "method": "ωB97M-V with the def2-TZVPD basis set",
  "homo_ev": [-7.29, -7.89],
  "multiplicity": 3,
  "energy_ev": -115143.8287,
  "species": ["W", "Cl", "C", "C", "Cl", "C", "Cl", "C", "O", "C", "O", "C", "Cl", "C", "Si", "C", "C", "C", "C", "H", "H", "H", "H", "H", "H", "H", "H", "H", "O", "P", "N", "C", "C", "C", "C", "N", "C", "C", "C", "C", "N", "C", "C", "C", "C", "H", "H", "H", "H", "H", "H", "H", "H", "H", "H", "H", "H", "H", "H", "H", "H", "H", "H", "H", "H", "H", "H", "H", "H", "O", "B", "O", "C", "C", "C", "C", "C", "C", "H", "H", "H", "H"],
  "coordinates": [[-0.064, 1.039, 0.634], [-5.313, 5.226, 1.745], [-4.315, 3.821, 1.691], [-4.763, 2.623, 2.247], [-6.315, 2.536, 2.992], [-3.955, 1.486, 2.209], [-4.458, -0.022, 2.886], [-2.706, 1.557, 1.610], [-1.844, 0.549, 1.520], [-2.268, 2.754, 1.041], [-1.049, 2.714, 0.472], [-3.061, 3.889, 1.081], [-2.470, 5.340, 0.372], [3.826, 4.185, 3.954], [3.280, 2.428, 4.238], [2.406, 2.262, 5.875], [4.729, 1.261, 4.140], [2.094, 1.963, 2.906], [1.292, 1.653, 2.032], [4.537, 4.498, 4.722], [2.973, 4.866, 3.980], [4.306, 4.289, 2.980], [3.078, 2.517, 6.698], [2.052, 1.241, 6.027], [1.543, 2.927, 5.924], [5.473, 1.501, 4.903], [5.212, 1.325, 3.163], [4.409, 0.228, 4.290], [-0.865, -0.073, -1.015], [-1.224, -1.551, -1.052], [-2.809, -1.727, -1.361], [-3.458, -3.013, -1.667], [-4.593, -3.083, -0.655], [-5.074, -1.634, -0.605], [-3.786, -0.811, -0.711], [-0.735, -2.180, 0.391], [0.185, -1.573, 1.339], [1.194, -2.680, 1.656], [0.364, -3.969, 1.560], [-0.874, -3.609, 0.712], [-0.499, -2.442, -2.219], [-1.000, -2.404, -3.620], [0.259, -2.433, -4.491], [1.339, -1.859, -3.581], [0.983, -2.464, -2.232], [-2.748, -3.837, -1.603], [-3.854, -2.994, -2.687], [-4.202, -3.387, 0.319], [-5.372, -3.787, -0.947], [-5.615, -1.396, 0.309], [-5.732, -1.429, -1.451], [-3.418, -0.524, 0.271], [-3.911, 0.090, -1.312], [-0.322, -1.201, 2.230], [0.811, -0.774, 0.868], [1.639, -2.538, 2.639], [1.998, -2.670, 0.921], [0.062, -4.312, 2.549], [0.935, -4.773, 1.099], [-1.796, -3.778, 1.272], [-0.922, -4.191, -0.209], [-1.587, -1.500, -3.787], [-1.646, -3.263, -3.809], [0.126, -1.863, -5.409], [0.503, -3.461, -4.768], [1.254, -0.774, -3.522], [2.352, -2.103, -3.898], [1.396, -1.897, -1.397], [1.335, -3.497, -2.153], [1.308, 2.613, -1.875], [1.405, 1.482, -1.042], [2.451, 0.661, -1.517], [2.980, 1.302, -2.612], [4.020, 0.905, -3.420], [4.341, 1.750, -4.484], [3.638, 2.929, -4.704], [2.587, 3.319, -3.874], [2.281, 2.477, -2.828], [4.560, -0.012, -3.230], [5.154, 1.484, -5.147], [3.915, 3.562, -5.538], [2.037, 4.235, -4.036]]
}



No. 2
{
  "formula": "C8H17N3",
  "method": "ωB97M-V with the def2-TZVPD basis set",
  "homo_ev": -7.83,
  "energy_ev": -13037.7951,
  "species": ["C", "C", "C", "C", "C", "C", "C", "C", "N", "N", "N", "H", "H", "H", "H", "H", "H", "H", "H", "H", "H", "H", "H", "H", "H", "H", "H", "H"],
  "coordinates": [[0.825, -0.254, 0.982], [-0.174, 0.586, 1.095], [2.014, -0.353, 1.895], [-0.778, 1.589, 1.963], [-1.597, 2.055, -1.803], [1.919, -1.278, -0.979], [-1.301, -2.265, -0.048], [-0.629, 0.886, -1.677], [0.799, -1.219, -0.066], [-1.122, -0.043, -0.685], [-0.479, -1.249, -0.692], [1.805, 0.164, 2.830], [2.889, 0.109, 1.436], [2.234, -1.398, 2.102], [-0.683, 2.586, 1.529], [-0.281, 1.586, 2.938], [-1.837, 1.380, 2.113], [-1.649, 2.602, -0.866], [-1.269, 2.729, -2.590], [-2.591, 1.684, -2.040], [2.824, -1.508, -0.419], [1.729, -2.086, -1.684], [2.075, -0.349, -1.542], [-0.784, -3.219, -0.127], [-1.487, -2.034, 1.006], [-2.248, -2.310, -0.578], [-0.583, 0.345, -2.632], [0.381, 1.264, -1.461]]
}



No. 3
{
  "formula": "C4H13N2O",
  "method": "ωB97M-V with the def2-TZVPD basis set",
  "homo_ev": -10.18,
  "total_charge": 1,
  "energy_ev": -9375.8546,
  "species": ["C", "C", "C", "C", "N", "N", "O", "H", "H", "H", "H", "H", "H", "H", "H", "H", "H", "H", "H", "H"],
  "coordinates": [[-2.166, -1.028, 1.004], [3.202, 0.243, 0.013], [0.666, 0.103, -0.565], [-2.322, 0.201, 0.185], [-2.731, 0.163, -1.118], [1.762, 0.179, 0.463], [-2.255, 1.424, 0.642], [-1.817, -1.993, 0.539], [-3.065, -1.173, 1.443], [-1.503, -0.932, 1.757], [3.468, -0.845, -0.297], [3.409, 0.971, -0.767], [3.821, 0.779, 0.871], [0.828, 0.913, -1.249], [0.611, -0.856, -0.850], [-3.154, -0.582, -1.674], [-2.480, 0.794, -1.849], [1.800, -0.695, 1.064], [1.449, 1.023, 0.921], [-2.728, 2.027, 0.020]]
}